Entry 1:
# C5H16N2O

A cluster of 2 separate species, C5H16N2O in total at a distorted geometry (ωB97M-V/def2-TZVPD, the OMol25 dataset).

The geometry in XYZ format:
```
24
Properties=species:S:1:pos:R:3
N -1.10624 -1.31971 -1.20340
C 0.12187 -1.81711 -0.58665
C 0.98526 -0.60884 -0.36985
N 0.93185 0.25254 0.84742
C -0.26098 1.08503 1.06544
C -1.57310 0.33426 1.50476
C 1.21549 -0.57348 2.09155
H -1.31556 -1.78248 -2.09674
H -1.22461 -0.35433 -1.36712
H -0.08185 -2.29494 0.30312
H 0.60510 -2.58937 -1.18466
H 2.00382 -0.96141 -0.34984
H 0.97268 0.00349 -1.32306
H -0.45920 1.69078 0.21363
H 0.03833 1.82189 1.80641
H -2.52086 0.95472 1.35899
H -1.36676 -0.09175 2.51577
H -1.75328 -0.53318 0.86146
H 1.38455 0.22458 2.88130
H 0.42341 -1.23150 2.40308
H 2.11468 -1.13612 1.88906
H 0.60328 2.81842 -2.47754
H 0.14452 1.95634 -3.58738
O -0.15985 2.30699 -2.69827
```

Results
max |F|: 0.0640 hartree/bohr
orbital gap: 8.87 eV
energy relative to the best compared isomer or geometry (same formula, charge and spin): 42.4 kcal per mole
LUMO energy: 0.68 eV
total energy: -384.79050 a.u.

Entry 2:
# C5H16N2O

A cluster of 2 separate species, C5H16N2O in total at a distorted geometry (ωB97M-V/def2-TZVPD, the OMol25 dataset).

The geometry in XYZ format:
```
24
Properties=species:S:1:pos:R:3
C -2.93993 0.19941 1.97133
C -2.08443 0.08758 0.69482
C -0.68481 0.59621 1.00578
C 0.49075 0.54967 0.00414
C 1.49130 -0.33358 -0.09029
N 2.33210 -0.38308 -1.32445
N -2.07576 -1.41232 0.22166
H -3.91629 0.56339 1.72378
H -2.95814 -0.66019 2.59007
H -2.48244 0.87431 2.67239
H -2.64842 0.64670 -0.11203
H -0.44618 0.12059 1.96427
H -0.73794 1.72597 1.34731
H 0.29311 1.19157 -0.87812
H 1.83936 -0.89750 0.76960
H 3.24744 -0.68256 -1.02973
H 2.26349 0.45590 -1.90361
H 2.04202 -1.15439 -1.93727
H -1.53007 -1.60503 -0.61405
H -3.04029 -1.71149 0.07048
H -1.73569 -1.93291 1.03769
H 4.24690 1.28870 -3.49522
H 4.90639 1.41934 -2.12154
O 4.12756 1.05372 -2.56701
```

Results
max |F|: 0.0601 hartree/bohr
orbital gap: 11.78 eV
total charge: +2
energy relative to the best compared isomer or geometry (same formula, charge and spin): 21.5 kcal per mole
LUMO energy: -6.65 eV
total energy: -384.22141 a.u.

Entry 3:
# C5H16N2O

A cluster of 2 separate species, C5H16N2O in total at a distorted geometry (ωB97M-V/def2-TZVPD, the OMol25 dataset).

The geometry in XYZ format:
```
24
Properties=species:S:1:pos:R:3
C 2.29917 0.30457 1.19091
C 0.80595 0.03319 1.27275
C 0.28824 -1.11593 0.39676
C -0.60689 -0.61093 -0.70408
C -0.26937 -0.96142 -1.93937
N -0.92894 -0.25373 -3.07560
N 0.46160 -0.05953 2.77931
H 2.74117 0.21706 0.20192
H 2.69170 1.22967 1.63547
H 2.91639 -0.34287 1.84955
H 0.30729 0.91975 0.87218
H -0.09680 -1.96912 0.97228
H 1.14240 -1.55543 -0.13130
H -1.48170 -0.01731 -0.47578
H 0.61818 -1.49344 -2.23812
H -1.40757 0.59675 -2.78000
H -1.62619 -0.83760 -3.55029
H -0.34902 0.06187 -3.85561
H 0.42179 -1.02731 3.08506
H -0.44234 0.38619 2.89722
H 1.19092 0.50487 3.20979
H -2.85317 2.74752 -0.75297
H -3.29635 1.36797 -0.29466
O -2.52646 1.87523 -0.56541
```

Results
max |F|: 0.0419 hartree/bohr
orbital gap: 11.91 eV
total charge: +2
energy relative to the best compared isomer or geometry (same formula, charge and spin): 18.5 kcal per mole
LUMO energy: -6.40 eV
total energy: -384.22623 a.u.

Entry 4:
# C5H16N2O3

A cluster of 3 separate species, C5H16N2O3 in total at a distorted geometry (ωB97M-V/def2-TZVPD, the OMol25 dataset).

The geometry in XYZ format:
```
26
Properties=species:S:1:pos:R:3
C -2.13932 0.28384 -1.69078
C -0.77837 0.73649 -1.26137
N 0.17079 -0.25374 -1.18971
C 2.35701 -1.18736 -1.32922
C 1.54500 0.01103 -0.72656
C 1.70599 -0.05097 0.80363
N 0.78276 0.82807 1.51474
O -0.58155 1.90519 -0.98038
H -2.26380 -0.80235 -1.74505
H -2.85758 0.61175 -0.92590
H -2.61636 0.68092 -2.58255
H -0.19158 -1.17853 -1.01863
H 2.35261 -1.01961 -2.40419
H 3.35546 -1.09073 -0.90584
H 1.90743 -2.14678 -1.09283
H 1.86631 0.94965 -1.16748
H 2.75943 0.12753 1.08449
H 1.58394 -1.08198 1.16610
H 1.11976 1.05870 2.43813
H 0.67870 1.67008 0.95867
H -1.12557 -0.92839 1.10110
H -2.15355 -1.39519 2.10932
O -1.45695 -1.70909 1.51313
H -2.53325 1.82163 1.81198
H -1.29833 0.97648 2.09440
O -2.18899 1.18333 2.42481
```

Results
max |F|: 0.0456 hartree/bohr
orbital gap: 10.65 eV
energy relative to the best compared isomer or geometry (same formula, charge and spin): 11.2 kcal per mole
LUMO energy: 0.78 eV
total energy: -535.36095 a.u.

Entry 5:
# C5H16N2O3

A cluster of 3 separate species, C5H16N2O3 in total at a distorted geometry (ωB97M-V/def2-TZVPD, the OMol25 dataset).

The geometry in XYZ format:
```
26
Properties=species:S:1:pos:R:3
C 0.86391 1.01125 -0.76453
N 1.83188 0.00676 -0.96925
C 1.67591 -1.14519 -0.12828
N 0.95419 -0.99556 1.16699
C -0.14212 0.71516 -1.99390
C -1.56983 0.94345 -1.43351
C -1.64612 0.09185 -0.16623
O -1.82280 0.52794 0.96547
H 1.18383 2.09565 -0.82859
H 0.21932 0.79511 0.13452
H 2.85320 0.25280 -0.92022
H 1.11351 -1.82278 -0.80768
H 2.61981 -1.61699 0.16113
H -0.04489 -1.34088 1.19293
H 1.37870 -0.29046 1.69386
H -0.03047 -0.23048 -2.34464
H 0.06315 1.38018 -2.87027
H -1.74974 2.03337 -1.39488
H -2.24439 0.72735 -2.25632
H -1.52635 -0.97598 -0.26398
H 0.77031 2.37976 2.09851
H -0.08205 1.24739 2.65165
O 0.80784 1.48782 2.34789
H -1.13606 -2.70498 1.75946
H -2.33072 -1.85991 1.39472
O -2.01003 -2.71264 1.57516
```

Results
max |F|: 0.0940 hartree/bohr
orbital gap: 9.07 eV
energy relative to the best compared isomer or geometry (same formula, charge and spin): 92.2 kcal per mole
LUMO energy: 0.68 eV
total energy: -535.23181 a.u.

Entry 6:
# C5H16N2Si

A structure of composition C5H16N2Si at a distorted geometry (ωB97M-V/def2-TZVPD, the OMol25 dataset).

The geometry in XYZ format:
```
24
Properties=species:S:1:pos:R:3
C -2.56695 0.53934 -1.30881
C -1.38483 0.62701 1.82640
C 0.10775 -1.93357 -0.42062
C 2.12982 -0.13919 1.58212
C 1.63537 0.15848 -1.55844
N -1.69322 1.49552 -0.55238
N -0.60020 0.72643 0.61945
Si 0.79452 -0.18160 0.17630
H -3.19056 0.14025 -0.47606
H -3.39304 1.06134 -1.78867
H -1.91472 -0.18808 -1.80128
H -1.34055 1.60816 2.44865
H -2.39797 0.45778 1.59280
H -0.95049 -0.22275 2.37914
H 0.89223 -2.71198 -0.57162
H -0.59480 -2.27060 0.38452
H -0.40578 -1.74632 -1.36213
H 3.06767 0.34166 1.23182
H 1.69264 0.39568 2.38306
H 2.35089 -1.18347 1.91494
H 2.39535 -0.64326 -1.57249
H 0.92055 -0.06951 -2.41453
H 1.88623 1.27206 -1.79179
H -1.16818 1.92291 -1.28163
```

Results
max |F|: 0.0881 hartree/bohr
orbital gap: 9.31 eV
energy relative to the best compared isomer or geometry (same formula, charge and spin): 64.0 kcal per mole
LUMO energy: 0.91 eV
total energy: -599.01294 a.u.

Q: Which of these has the lowest LUMO energy?
A: number 2